Entry 1:
C19H11BrN5O2RuS2Se | wB97M-V/def2-TZVPD

Values from the calculation:
Multiplicity ... 6
Kohn-Sham gap (spin up / spin down) ... 7.692 / 5.772 eV
Expectation value of S² ... 8.83
Lowest unoccupied orbital energy (spin up / spin down) ... -0.53 / -2.85 eV

XYZ file:
```
42
Properties=species:S:1:pos:R:3:lowdin_charge:R:1
C -1.9625 4.3155 -0.4004 -0.23
C -3.1214 -1.2203 0.3671 -0.91
O 0.5330 0.9258 1.8541 -0.20
H -1.4835 5.7395 1.8996 0.10
H 0.7524 2.7148 3.9042 0.11
Br -0.1153 5.4459 4.4779 0.76
H 0.5503 0.3557 3.8567 0.10
H 2.1033 0.9668 3.2124 0.11
H 1.4899 -0.6273 2.7113 0.08
C -1.6947 -3.7515 -2.1682 -0.22
C -0.6561 2.6232 0.8057 -0.19
H -4.9828 6.7262 -4.3648 0.10
H -4.1392 7.4017 -2.1394 0.11
C -3.3731 3.8343 -3.6061 0.00
Se -2.3367 -0.9466 1.9945 0.60
Ru -0.6440 -0.6027 0.2085 0.80
C 0.0514 2.1951 1.9394 -0.21
C -4.3904 6.0325 -3.7834 -0.09
C -0.0005 -2.1941 -1.2454 -1.27
N -2.1419 3.5185 -1.4318 0.15
C -4.1182 4.7607 -4.3063 -0.08
C 0.2107 3.0303 3.0250 -0.05
C 1.2088 0.3853 2.9861 -0.06
N -3.6839 -1.4115 -0.6289 0.08
C -1.2152 3.9079 0.7831 -0.06
H -1.3227 2.2289 -0.9596 0.10
C -0.1784 -4.5195 -0.4478 -0.22
C -0.3439 4.3049 2.9796 -0.67
C -1.0497 4.7493 1.8889 -0.07
H -4.5062 4.5070 -5.2839 0.10
C -3.9258 6.4196 -2.5418 -0.02
H -3.1640 2.8494 -4.0011 0.12
N -2.5653 5.5197 -0.5966 0.18
C -3.1759 5.4880 -1.8362 -0.18
S -0.5198 -0.8885 -2.2576 0.58
N -2.5684 -4.0155 -2.8721 0.21
O -0.7615 1.7568 -0.2180 -0.07
S 1.3707 -1.9222 -0.1839 0.56
C -0.6270 -3.4673 -1.2848 -0.32
N 0.1781 -5.3819 0.2285 0.20
C -2.8992 4.2120 -2.3528 -0.19
H -2.5711 6.2926 0.0432 0.16
```



Entry 2:
CH3O4P2 | wB97M-V/def2-TZVPD

Values from the calculation:
Relative energy (zero: lowest compared OMol25 entry of this formula, charge and spin) ... 118.2 kcal/mol
Kohn-Sham gap ... 7.353 eV
Charge ... -1
Lowest unoccupied orbital energy ... 3.76 eV

XYZ file:
```
10
Properties=species:S:1:pos:R:3:lowdin_charge:R:1
H -0.8556 0.0238 -2.2362 0.00
H -0.1335 -1.5083 -0.8829 -0.16
H -0.4347 0.8766 -1.0039 -0.07
O -0.5555 0.9054 -1.9977 -0.16
C 3.1004 0.0970 0.1491 -0.84
O -0.8928 -1.1142 1.1621 -0.78
P 1.3673 0.5763 0.2266 0.83
P 0.3756 -1.5903 0.4635 0.40
O 2.6171 0.3750 -1.0929 -0.27
O 4.0426 -0.3031 0.7171 0.05
```



Entry 3:
C8H13N2 | wB97M-V/def2-TZVPD

Values from the calculation:
Relative energy (zero: lowest compared OMol25 entry of this formula, charge and spin) ... 100.7 kcal/mol
Structure (SMILES) ... CN1C[NH2+][C@@H]2C=CC=C[C@@H]21
Kohn-Sham gap ... 9.153 eV
Charge ... +1
Lowest unoccupied orbital energy ... -3.57 eV

XYZ file:
```
23
Properties=species:S:1:pos:R:3:lowdin_charge:R:1
C 0.7426 0.6378 0.6174 -0.16
H -2.6851 -0.0492 1.7288 0.08
H 0.7511 1.8565 -1.0941 0.18
H 0.5017 0.8565 1.7036 0.17
N 0.1144 1.6009 -0.3422 0.12
C 2.4746 -0.8706 -0.2550 -0.07
H -3.3619 0.5671 0.3600 0.08
C -0.9350 0.7025 -1.0693 -0.07
H -1.5505 1.3949 -1.5045 0.11
H 1.9697 -2.6600 -1.1882 0.09
H 2.9479 1.0577 0.3012 0.10
N -1.4860 -0.0407 0.0080 -0.17
C 2.1585 0.3608 0.1786 -0.05
C 0.2358 -1.9002 -0.3332 -0.01
H -2.2258 1.4455 1.1411 0.06
C 1.5546 -1.9031 -0.6032 -0.08
H 3.4771 -1.2199 -0.5886 0.13
H -0.5540 -2.5430 -0.4757 0.09
H -0.4080 2.3405 0.2334 0.21
C -0.3201 -0.7455 0.5506 -0.16
C -2.4862 0.4838 0.8959 -0.02
H -0.3213 -1.3191 1.5359 0.18
H -0.5942 -0.0532 -1.8005 0.16
```



Entry 4:
C31H28Cl3GeHgN6O5 | wB97M-V/def2-TZVPD

Values from the calculation:
Relative energy (zero: lowest compared OMol25 entry of this formula, charge and spin) ... 33.2 kcal/mol
Kohn-Sham gap ... 6.870 eV
Charge ... -1
Lowest unoccupied orbital energy ... 1.99 eV

XYZ file:
```
75
Properties=species:S:1:pos:R:3:lowdin_charge:R:1
H -5.4939 -3.1935 -0.4988 0.10
C 0.3235 1.3496 3.0102 -0.30
H -4.8209 2.1220 0.7999 0.15
C 0.1659 0.7995 -3.3344 -0.15
C -1.0697 0.9510 -7.4291 -0.11
H -1.0983 4.1358 -4.9311 0.11
C 1.3932 -2.9278 -2.6010 -0.04
H 1.7856 -4.9319 -3.2402 0.10
H 2.0940 -2.6494 2.4471 0.09
C -4.1793 -2.0208 0.7306 -0.02
H 1.0187 -1.2561 2.7152 0.07
C 3.0154 1.8449 3.0481 -0.08
H -1.3851 -2.9173 -1.6801 0.11
H -3.7265 0.8866 0.6769 0.10
C -3.4226 0.5837 -1.8888 -0.68
N -1.9094 -1.8993 0.0224 0.09
H -3.6780 -3.7760 -2.1145 0.10
Cl 2.9434 3.7286 -0.5635 -0.11
C -1.0914 2.0826 -6.6500 -0.05
C 1.2044 -2.1240 2.0898 -0.07
O -3.4309 -0.4815 2.9105 -0.02
N 0.5875 -0.4028 -2.9203 0.08
H 0.3333 1.7893 5.1084 0.11
H -4.7622 2.3062 -1.6871 0.12
C -3.4810 -3.1689 -1.2420 -0.05
C -0.6502 -0.2559 -6.8581 -0.09
C -1.1585 1.0559 2.9495 -0.20
H -3.2664 2.3802 0.2006 -0.07
H -1.4877 0.6575 3.9131 0.12
H 1.8632 -4.2456 0.9799 0.10
N -1.4707 0.1297 1.8886 -0.06
C -4.4829 -2.8345 -0.3496 -0.06
C -4.5557 1.3759 -1.1596 -0.07
C -2.5780 -0.5814 2.0095 -0.55
H 0.3379 -2.7895 2.1266 0.10
C -0.3620 3.2000 -3.1938 -0.02
H 2.0544 -5.7921 -0.9242 0.10
C 1.4681 -2.5283 -0.2365 -0.25
C 1.2507 -2.0405 -1.5370 -0.19
N 1.0274 1.2493 1.8879 0.05
C 0.9295 1.7143 4.2077 -0.04
H -5.4718 0.7932 -1.0871 0.11
H 4.0759 2.0498 3.0108 0.10
Ge 0.8011 4.4885 -0.1799 0.27
H 2.8430 1.3992 0.9454 0.08
C 2.2896 1.9646 4.2228 -0.08
O 1.3973 -1.6262 0.7776 -0.15
N 0.8689 -0.6772 -1.7023 -0.01
C -0.2495 0.8348 -4.7328 -0.09
C -0.7337 3.2164 -4.4844 -0.01
H -0.4331 4.0858 -2.5783 0.05
Hg -0.3289 0.3024 0.0033 1.22
Cl -1.7947 3.6445 0.5996 -0.14
C 1.6876 -4.2669 -2.3916 -0.11
H -4.9131 -1.7284 1.4683 0.11
H -1.6729 2.0159 2.8031 0.08
C 1.8424 -4.7456 -1.1029 -0.10
H -1.4300 3.0275 -7.0605 0.10
O -3.7301 -0.0340 -2.8993 0.01
C -2.8790 -1.5539 0.8692 -0.22
O -2.3139 0.7324 -1.3093 -0.13
C 0.1235 1.9962 -2.5417 -0.36
Cl 1.1542 4.7707 2.0207 -0.09
H 1.2573 -2.5455 -3.6009 0.09
H -1.3854 0.9878 -8.4639 0.09
N -4.0930 1.7208 0.2147 0.12
C 2.3378 1.4869 1.8982 -0.18
H -0.6466 -1.1605 -7.4546 0.09
C -2.2035 -2.6829 -1.0084 -0.11
H 0.0333 -1.2599 -5.1061 0.09
C 1.7347 -3.8749 -0.0266 -0.03
H 2.7813 2.2516 5.1443 0.10
C -0.6864 2.0399 -5.3078 -0.17
C -0.2588 -0.3162 -5.5410 -0.02
O 0.5092 2.0632 -1.3393 -0.27
```



Entry 5:
C5H10O | wB97M-V/def2-TZVPD

Values from the calculation:
Relative energy (zero: lowest compared OMol25 entry of this formula, charge and spin) ... 44.2 kcal/mol
Structure (SMILES) ... C=C(CC)CO
Kohn-Sham gap ... 9.944 eV
Lowest unoccupied orbital energy ... 0.86 eV

XYZ file:
```
16
Properties=species:S:1:pos:R:3:lowdin_charge:R:1
H 0.4836 0.8993 -2.4399 0.07
H 0.1566 -2.4785 -0.4399 0.04
H 0.8311 1.5491 -0.0142 0.08
O 0.4551 0.4801 2.3262 -0.12
C -0.0176 1.0115 -0.2523 -0.23
H -0.7724 -1.3685 2.0440 0.12
C -0.3326 1.1457 -1.7336 -0.16
C -0.0112 -0.4833 0.1565 -0.25
H 1.0137 -1.4716 1.8794 0.12
H 0.8572 0.2830 3.1982 0.09
H 0.0048 -1.3703 -1.8483 0.03
C 0.1347 -0.8240 1.6510 -0.17
H -1.2231 0.4665 -2.0731 0.09
H -0.8536 1.4621 0.3791 0.13
C 0.0897 -1.4810 -0.8054 0.05
H -0.8162 2.1799 -2.0278 0.10
```



Entry 6:
C30H65F5N2O13SSi2 | wB97M-V/def2-TZVPD

Values from the calculation:
Kohn-Sham gap ... 8.530 eV
Lowest unoccupied orbital energy ... -0.47 eV

XYZ file:
```
118
Properties=species:S:1:pos:R:3:lowdin_charge:R:1
O 1.8508 0.9587 -4.5008 -0.19
C -10.9357 -3.7871 0.8785 -0.11
O -5.5851 -4.8275 -0.5290 -0.19
H -6.2069 -2.3553 -1.4264 0.13
H -7.5070 -4.1746 -0.4081 0.11
C 2.8522 -0.9145 -0.7402 -0.18
H 2.7559 -2.4860 0.7169 0.10
H 3.2755 7.5682 6.4718 0.12
C 3.5676 -3.6413 -2.4451 -0.06
C 2.5587 0.0777 -3.6159 -0.23
N 2.6678 1.1867 -5.6608 -0.01
C 2.6756 -2.4094 -0.3702 -0.21
H 1.1450 6.2142 3.5277 0.09
C 5.1667 -2.8906 -0.6212 -0.08
C -10.4271 -5.1498 -0.9919 -0.21
H -3.8968 -3.0128 -1.2623 0.09
H -9.5321 -5.2200 -1.6179 0.12
C 3.6023 2.7466 -1.6563 -0.17
H 4.1820 5.9199 -4.9126 0.07
H -14.2797 -4.2016 -0.3810 0.09
H 1.6875 -2.7959 -0.6226 0.09
H 3.1638 3.8543 -4.5456 0.05
H 1.9605 5.5816 2.0869 0.07
H 3.8377 2.8214 -2.7228 0.08
H -0.0876 4.1678 -2.1972 0.05
H 2.1531 8.2171 4.3786 0.13
H 2.9955 4.5883 4.4970 0.08
C -1.0008 -0.6524 -3.1647 -0.58
O -4.9938 -2.0406 0.2245 -0.19
H 3.0577 -2.8345 -2.9735 0.05
H 5.7457 -4.0786 4.2289 0.09
C -13.5653 -4.2261 -1.2024 -0.11
F -1.3128 0.5913 -2.8000 0.17
H 2.6851 6.7246 -5.4188 0.06
H 5.2373 -2.4580 0.3772 0.07
H -10.1412 -4.0715 1.5774 0.09
O 4.7269 4.9084 -1.9508 -0.09
C -11.6387 -5.4515 -1.8485 -0.21
C 3.7404 -3.3516 -0.9458 -0.42
Si 1.6825 -0.1335 -1.9648 0.63
H 3.5943 0.4149 -3.5010 0.09
H -6.5946 -4.0396 1.1013 0.13
C 3.2628 6.8642 5.6340 -0.21
C -4.5849 -5.2257 0.3898 -0.11
Si 1.7446 2.7709 -1.4927 0.41
H 3.8431 4.3473 -0.1449 0.10
H 3.9992 -2.2639 4.5640 0.13
O 1.0817 1.2713 -1.3341 -0.19
H -3.7633 -5.6522 -0.1841 0.09
H 5.4879 -2.1464 -1.3571 0.07
H 7.1877 -0.4265 3.9898 0.08
H 3.7038 0.1776 4.5415 0.13
C 0.1211 -1.2379 -2.2786 -0.41
H 4.0304 1.8108 -1.2895 0.08
H 3.1143 4.1280 6.2142 0.09
C 3.2447 5.7902 -5.4521 -0.16
H 7.5479 -0.1492 5.7059 0.09
F -0.6320 -0.6542 -4.4451 0.17
H -11.6957 -4.7427 -2.6811 0.13
O 2.0118 1.3627 -6.5972 0.10
H 3.4612 5.5389 -6.4895 0.07
F -0.4557 -1.5116 -1.0695 0.08
H 6.3093 -2.6434 5.1221 0.08
H -7.0094 -1.8457 0.0671 0.13
H -11.7960 -4.4423 1.0283 0.08
O -12.8442 -5.4411 -1.1040 -0.19
C -6.5302 -3.9197 0.0144 -0.20
H 6.9936 1.1998 4.6928 0.09
H 2.7212 -0.3183 0.1678 0.08
O 5.5673 -2.2825 3.2085 -0.20
C 4.4018 -1.6687 3.7379 -0.20
H 1.5439 4.0926 5.3859 0.09
O 5.5649 -0.1842 5.2756 -0.19
C 4.3744 3.9200 -0.9970 -0.28
O -10.4655 -3.8348 -0.4576 -0.20
C 2.4902 4.6251 5.4639 -0.11
C 1.8552 2.8827 1.0204 -0.43
C 0.7897 3.7818 -2.7259 -0.50
C 1.8378 6.4587 2.7202 -0.10
C -3.9005 -2.0904 -0.6773 -0.12
H 7.2548 -3.2698 3.7561 0.09
C 3.0872 7.6463 4.3487 -0.21
F -2.1060 -1.4042 -3.0546 0.16
O 1.3927 3.5444 0.0133 -0.04
O 2.2000 5.9564 5.8606 -0.19
H 3.0078 -4.5613 -2.6125 0.08
O 3.1201 6.8066 3.2082 -0.19
H 2.6159 -0.9214 -4.0675 0.09
H 5.3126 3.5248 -0.6062 0.12
H -10.3333 -5.8878 -0.1888 0.13
H 4.2221 6.3360 5.6231 0.13
C -6.2169 -2.4815 -0.3386 -0.20
H 1.7011 4.2490 -5.5034 0.07
H -14.1146 -4.1795 -2.1489 0.09
C 6.2471 -3.1089 4.1365 -0.11
H -4.9704 -5.9900 1.0740 0.09
H -11.2325 -2.7599 1.0857 0.09
H 5.0000 0.3673 3.3575 0.12
H 3.9134 8.3577 4.2552 0.12
H 5.8546 -3.7288 -0.7306 0.08
S 1.6743 5.2486 -3.3109 0.86
C 4.6497 -0.2462 4.1937 -0.20
H 0.4016 3.1648 -3.5375 0.05
H -12.9081 -3.3572 -1.1276 0.08
H 3.8702 -0.7313 -1.0925 0.07
H -4.2096 -4.3810 0.9715 0.08
H -2.9867 -2.0420 -0.0873 0.08
C 6.8890 0.1261 4.8835 -0.11
H 1.4198 7.2744 2.1194 0.09
C 2.4560 4.6371 -4.8211 -0.54
H 3.5948 -4.3035 -0.4257 0.13
H -11.5259 -6.4556 -2.2680 0.13
H 3.6526 -1.6514 2.9395 0.11
N 2.4126 2.3604 1.8865 0.18
H -3.9274 -1.2346 -1.3571 0.08
H 4.5413 -3.7844 -2.9188 0.08
H 4.0882 5.6251 -1.8929 0.05
F 0.4743 -2.4231 -2.8573 0.08
```



> Number 1 is which compound?

C19H11BrN5O2RuS2Se